ORCA calculation (ωB97M-V/def2-TZVPD) on a molecular structure, C41H50CrN12P at a distorted geometry.

```
105
Properties=species:S:1:pos:R:3:mulliken_spin:R:1
Cr -0.086 -0.742 -0.369 1.094
C 2.091 1.332 4.285 0.000
N 1.768 1.244 2.886 0.001
C 1.966 2.213 1.961 -0.002
C 1.513 1.718 0.771 0.007
N 1.039 0.459 0.950 -0.038
C 1.205 0.189 2.245 0.015
P 0.868 -1.382 3.118 0.000
C 1.679 -2.445 1.869 0.015
N 1.530 -2.362 0.551 0.002
C 2.335 -3.318 0.028 0.010
C 2.971 -3.987 1.038 0.002
N 2.552 -3.428 2.199 0.000
C 2.994 -3.804 3.514 0.000
C -0.832 -1.633 2.489 0.047
N -1.214 -1.412 1.234 -0.067
C -2.543 -1.694 1.191 0.019
C -2.966 -2.096 2.424 -0.002
N -1.882 -2.053 3.241 0.003
C -1.893 -2.457 4.620 -0.001
H 2.408 2.347 4.514 0.000
H 2.903 0.647 4.534 0.000
H 1.219 1.085 4.894 0.000
H 2.396 3.163 2.204 0.000
H 1.498 2.199 -0.185 0.000
H 2.440 -3.482 -1.024 0.000
H 3.662 -4.802 1.009 0.000
H 3.476 -4.778 3.463 0.000
H 2.149 -3.864 4.201 0.000
H 3.719 -3.084 3.898 0.000
H -3.121 -1.578 0.298 -0.001
H -3.931 -2.408 2.769 0.000
H -2.668 -1.919 5.168 0.000
H -0.929 -2.249 5.081 0.000
H -2.099 -3.527 4.690 0.000
C 1.795 0.863 -6.877 0.000
C 0.377 1.295 -6.654 0.000
C -0.338 1.893 -7.683 0.000
C -1.660 2.270 -7.526 0.000
C -2.299 2.021 -6.324 0.000
C -1.607 1.431 -5.281 0.000
C -0.262 1.093 -5.423 -0.001
N 0.466 0.492 -4.372 0.001
C 0.256 0.584 -3.031 0.020
N -0.449 1.665 -2.637 -0.005
C -1.006 1.993 -1.395 -0.002
C -1.159 1.027 -0.393 -0.041
C -1.778 1.473 0.776 -0.024
C -2.225 2.769 0.947 0.000
C -2.036 3.698 -0.061 -0.002
C -1.419 3.330 -1.243 0.000
C -1.150 4.362 -2.300 0.000
N 0.783 -0.254 -2.162 0.006
C 1.648 -1.245 -2.699 -0.004
C 1.150 -2.218 -3.568 -0.020
C 1.988 -3.148 -4.155 0.004
C 3.348 -3.097 -3.900 0.001
C 3.848 -2.137 -3.037 0.001
C 3.020 -1.210 -2.416 -0.015
C 3.578 -0.207 -1.459 -0.001
H 2.131 1.192 -7.857 0.000
H 1.874 -0.225 -6.847 0.000
H 2.465 1.282 -6.127 0.000
H 0.154 2.065 -8.629 0.000
H -2.189 2.735 -8.342 0.000
H -3.340 2.275 -6.198 0.000
H -2.128 1.210 -4.363 0.000
H 1.184 -0.157 -4.666 0.001
H -0.601 2.355 -3.362 0.000
H -1.910 0.797 1.610 0.001
H -2.692 3.061 1.874 0.000
H -2.360 4.717 0.078 0.000
H -1.445 5.345 -1.940 0.000
H -1.710 4.168 -3.216 0.000
H -0.087 4.400 -2.542 0.000
H 0.089 -2.227 -3.768 -0.002
H 1.584 -3.895 -4.822 0.000
H 4.016 -3.803 -4.368 0.000
H 4.910 -2.097 -2.842 0.000
H 4.657 -0.311 -1.378 0.000
H 3.135 -0.352 -0.473 0.001
H 3.341 0.807 -1.779 0.000
C -5.069 -1.485 -2.536 0.000
C -4.021 -0.519 -3.068 -0.001
N -2.733 -0.831 -2.477 -0.003
C -2.386 -2.071 -2.049 0.014
N -1.216 -2.194 -1.452 -0.038
C -0.734 -3.540 -1.170 0.029
C -1.409 -4.615 -2.011 -0.001
C -2.908 -4.439 -1.876 0.000
N -3.241 -3.089 -2.279 0.001
C -4.572 -2.892 -2.829 0.000
H -6.033 -1.323 -3.013 0.000
H -5.181 -1.336 -1.461 0.000
H -4.280 0.513 -2.834 0.000
H -3.948 -0.618 -4.157 0.000
H -2.208 -0.090 -2.034 -0.016
H -0.883 -3.771 -0.104 0.001
H 0.337 -3.551 -1.374 -0.010
H -1.109 -5.601 -1.664 0.000
H -1.120 -4.510 -3.057 0.000
H -3.224 -4.621 -0.839 0.000
H -3.439 -5.138 -2.525 0.000
H -5.230 -3.634 -2.369 0.000
H -4.559 -3.066 -3.912 0.000
```

Spin multiplicity: 2
Total charge: +2
E_tot, eV: -98910.8865
<S²>: 0.76
HOMO energy (spin up / spin down), eV: -12.5 / -12.4
Orbital gap (spin up / spin down), eV: 6.98 / 7.47
F_max, Eh/bohr: 0.0231